No. 1
Here is H22O23S3Zn2 as an isolated structure from OMol25. Energies are from wB97M-V/def2-TZVPD.

Net charge: -2
Multiplicity: 1
Energy above the lowest of the compared OMol25 structures with the same formula, charge and spin in kJ/mol: 0.00

Cartesian coordinates (Å):
Zn (13.31, 5.65, 1.61)
Zn (17.46, 4.18, 3.67)
S (14.87, 2.72, 2.00)
O (14.11, 3.96, 1.59)
O (15.20, 1.97, 0.80)
O (16.13, 3.14, 2.69)
O (14.00, 1.98, 2.94)
S (20.23, 4.84, 2.59)
O (21.06, 4.43, 1.46)
O (20.28, 6.29, 2.82)
O (18.77, 4.44, 2.30)
O (20.59, 4.11, 3.87)
S (15.40, 6.88, 3.90)
O (15.84, 8.28, 3.71)
O (14.29, 6.59, 2.99)
O (16.47, 5.94, 3.57)
O (14.92, 6.71, 5.29)
O (11.73, 5.30, 2.88)
H (11.32, 4.44, 3.08)
H (11.11, 5.97, 3.16)
O (16.46, 6.60, 7.55)
H (17.18, 7.15, 7.21)
H (15.82, 6.57, 6.80)
O (14.65, 6.30, -0.01)
H (15.39, 6.92, 0.27)
H (14.73, 6.26, -0.97)
O (18.43, 9.49, 3.49)
H (18.00, 10.35, 3.46)
H (17.69, 8.86, 3.65)
O (12.52, 7.67, 1.39)
H (12.60, 8.44, 0.83)
H (12.66, 7.99, 2.30)
O (16.97, 7.54, 0.63)
H (17.02, 7.45, 1.60)
H (17.12, 8.48, 0.47)
O (18.69, 4.85, 5.10)
H (19.65, 4.65, 4.83)
H (18.69, 5.49, 5.82)
O (16.47, 9.83, 6.08)
H (16.11, 9.47, 5.25)
H (15.86, 9.49, 6.75)
O (13.39, 8.87, 6.23)
H (13.96, 8.11, 5.99)
H (12.58, 8.46, 6.56)
O (14.92, 10.50, 2.49)
H (15.26, 9.66, 2.89)
H (15.52, 11.18, 2.79)
O (13.01, 4.94, 6.16)
H (13.66, 5.68, 6.04)
H (13.35, 4.25, 5.57)


No. 2
Here is a 2-piece molecular cluster, C25H26IO2 overall from OMol25. Energies are from wB97M-V/def2-TZVPD.

Net charge: +1
E_tot in Ha: -1416.08140
Multiplicity: 1

Cartesian coordinates (Å):
C (-0.82, -1.14, 2.97)
C (-2.25, -0.59, 3.32)
C (-2.06, 0.90, 3.30)
C (-0.76, 1.24, 3.00)
C (0.04, 0.09, 2.81)
C (1.47, 0.05, 2.92)
C (2.23, 1.24, 3.00)
C (3.60, 1.21, 3.23)
C (4.26, -0.01, 3.41)
C (3.53, -1.20, 3.34)
C (2.17, -1.18, 3.10)
H (-0.44, -1.79, 3.78)
H (-0.86, -1.75, 2.06)
H (-2.99, -0.94, 2.58)
H (-2.57, -0.98, 4.30)
H (-2.87, 1.59, 3.53)
H (-0.37, 2.26, 2.93)
H (1.72, 2.21, 2.91)
H (4.16, 2.15, 3.28)
H (5.34, -0.03, 3.59)
H (4.03, -2.16, 3.48)
H (1.60, -2.11, 3.06)
C (-2.05, -3.73, -1.71)
C (-1.27, -2.41, -1.69)
C (-0.75, -2.10, -3.10)
C (-2.19, -1.28, -1.18)
C (-1.48, 0.06, -0.98)
O (-2.02, 1.11, -1.33)
C (-0.17, 0.01, -0.37)
I (0.91, 1.81, -0.35)
C (0.54, 2.86, -2.22)
C (-0.20, 4.04, -2.21)
C (-0.46, 4.69, -3.42)
C (0.01, 4.15, -4.63)
C (0.75, 2.96, -4.62)
C (1.03, 2.31, -3.41)
C (0.59, -1.21, -0.32)
O (1.78, -1.22, 0.04)
C (-0.09, -2.53, -0.70)
H (-2.43, -3.97, -0.71)
H (-2.91, -3.65, -2.39)
H (-1.41, -4.55, -2.05)
H (-0.19, -1.16, -3.13)
H (-0.09, -2.91, -3.43)
H (-1.60, -2.03, -3.80)
H (-3.03, -1.15, -1.88)
H (-2.59, -1.59, -0.20)
H (-0.57, 4.44, -1.27)
H (-1.03, 5.62, -3.43)
H (-0.20, 4.66, -5.57)
H (1.12, 2.54, -5.56)
H (1.61, 1.39, -3.39)
H (-0.47, -3.00, 0.23)
H (0.67, -3.20, -1.13)


No. 3
Here is a 2-piece molecular cluster, C5H8N3O3 overall from OMol25. Energies are from wB97M-V/def2-TZVPD.

Net charge: +1
Multiplicity: 1
Energy above the lowest of the compared OMol25 structures with the same formula, charge and spin in kJ/mol: 515.92

Cartesian coordinates (Å):
C (3.19, 0.23, 0.13)
C (2.57, 1.46, 0.15)
C (2.13, -0.68, -0.03)
C (1.18, 1.26, -0.15)
C (-2.71, -0.50, 0.45)
N (0.94, -0.03, -0.33)
N (-3.82, -0.37, -0.25)
N (-1.68, -1.10, -0.13)
O (2.09, -1.97, -0.07)
O (0.36, 2.31, -0.30)
O (-0.54, -1.26, 0.36)
H (4.18, 0.11, 0.32)
H (3.15, 2.34, 0.15)
H (-2.51, -0.11, 1.41)
H (-4.64, -0.14, 0.27)
H (-3.93, -0.61, -1.23)
H (-1.71, -1.47, -1.02)
H (1.12, -2.37, -0.11)
H (0.61, 2.90, 0.40)


No. 4
Here is C2H4I2O as an isolated structure from OMol25. Energies are from wB97M-V/def2-TZVPD.

Multiplicity: 1
Energy above the lowest of the compared OMol25 structures with the same formula, charge and spin in kJ/mol: 331.01

Cartesian coordinates (Å):
C (0.23, 0.17, -0.69)
C (-1.81, 0.02, 0.61)
O (-1.53, -0.29, 1.88)
I (-2.74, -1.79, -0.24)
I (-2.87, 1.82, -0.02)
H (0.65, 0.57, 0.20)
H (0.37, -0.85, -0.97)
H (0.30, 0.81, -1.64)
H (-1.29, 0.56, 2.36)


No. 5
Here is a 2-piece molecular cluster, C23H25Si overall from OMol25. Energies are from wB97M-V/def2-TZVPD.

Net charge: +1
Multiplicity: 1
Energy above the lowest of the compared OMol25 structures with the same formula, charge and spin in kJ/mol: 0.00

Cartesian coordinates (Å):
C (2.28, -1.75, 0.69)
C (3.46, -2.50, 0.42)
C (4.66, -2.15, 1.08)
C (5.82, -2.86, 0.78)
C (5.79, -3.91, -0.15)
C (4.60, -4.26, -0.78)
C (3.42, -3.58, -0.51)
C (1.08, -2.01, 0.16)
C (-0.15, -1.22, 0.31)
C (-1.48, -1.75, -0.15)
C (-2.44, -0.87, -0.66)
C (-3.63, -1.37, -1.21)
C (-3.82, -2.76, -1.30)
C (-2.84, -3.62, -0.82)
C (-1.68, -3.12, -0.23)
H (2.39, -0.90, 1.35)
H (4.65, -1.37, 1.84)
H (6.74, -2.59, 1.28)
H (6.71, -4.42, -0.43)
H (4.57, -5.07, -1.50)
H (2.45, -3.85, -0.92)
H (0.98, -2.80, -0.55)
H (-0.19, -0.73, 1.27)
H (-2.22, 0.20, -0.66)
H (-4.38, -0.68, -1.55)
H (-4.74, -3.15, -1.75)
H (-2.94, -4.69, -0.94)
H (-0.86, -3.78, 0.12)
C (0.58, 2.97, 2.26)
Si (-0.13, 2.94, 0.56)
C (1.00, 2.79, -0.92)
H (0.09, -0.49, -0.34)
C (-1.86, 3.40, 0.24)
C (-1.82, 4.77, -0.13)
C (-3.02, 5.45, -0.35)
C (-4.21, 4.72, -0.26)
C (-4.27, 3.36, 0.05)
C (-3.08, 2.68, 0.30)
H (-0.20, 2.65, 2.99)
H (1.47, 2.31, 2.35)
H (0.82, 4.05, 2.25)
H (0.57, 2.31, -1.82)
H (1.15, 3.87, -1.13)
H (1.98, 2.33, -0.76)
H (-0.86, 5.30, -0.20)
H (-3.01, 6.51, -0.57)
H (-5.15, 5.23, -0.44)
H (-5.21, 2.79, 0.11)
H (-3.05, 1.62, 0.57)


No. 6
Here is a 3-piece molecular cluster, C2H10NO3 overall from OMol25. Energies are from wB97M-V/def2-TZVPD.

Net charge: +1
Multiplicity: 1
Energy above the lowest of the compared OMol25 structures with the same formula, charge and spin in kJ/mol: 146.07

Cartesian coordinates (Å):
O (-0.12, -2.59, -0.50)
C (-1.23, -2.02, -0.66)
C (-1.31, -0.46, -0.47)
N (-0.32, -0.06, 0.64)
H (-2.13, -2.65, -1.02)
H (-2.34, -0.19, -0.31)
H (-0.98, 0.27, -1.22)
H (-0.30, 0.94, 0.85)
H (0.72, -0.08, 0.47)
H (-0.42, -0.77, 1.41)
H (2.45, -0.75, -1.39)
H (2.48, 0.43, -0.61)
O (1.89, -0.29, -0.79)
H (0.02, 3.27, 1.05)
H (1.09, 2.52, 1.67)
O (0.50, 2.43, 0.87)


It is found that the max |F| values, taken in the order of the records, are 1.796; 1.440; 3.574; 3.293; 4.172; 4.366 eV/A.